{"formula": "C3H36O15S2", "method": "ωB97M-V/def2-TZVPD", "e_homo_ha": -0.3392, "relative_energy_kcal_mol": 69.52, "elements": ["C", "C", "O", "C", "S", "S", "H", "H", "H", "H", "H", "H", "H", "H", "H", "H", "O", "H", "H", "O", "H", "H", "O", "H", "H", "O", "H", "H", "O", "H", "H", "O", "H", "H", "O", "H", "H", "O", "H", "H", "O", "H", "H", "O", "H", "H", "O", "H", "H", "O", "H", "H", "O", "H", "H", "O"], "xyz": [[2.09, 3.10, -1.45], [1.49, 1.80, -2.08], [0.05, 1.89, -2.08], [1.45, 3.51, -0.13], [2.49, 3.27, 1.45], [3.47, 1.69, 2.08], [1.81, 3.92, -2.17], [3.17, 3.03, -1.23], [1.72, 1.80, -3.13], [1.68, 0.89, -1.50], [-0.43, 2.06, -1.28], [0.44, 3.24, -0.04], [1.59, 4.62, -0.18], [2.70, 0.73, 2.59], [1.84, -1.36, 4.60], [1.65, -1.51, 3.21], [2.41, -1.42, 3.82], [-0.70, -0.07, -4.84], [-1.29, -0.13, -3.31], [-1.07, -0.56, -4.12], [0.84, -0.97, -4.44], [2.17, -1.45, -3.81], [1.79, -0.87, -4.49], [-2.38, -0.69, 4.03], [-1.93, -1.99, 3.32], [-2.64, -1.61, 3.83], [0.15, 0.43, 3.76], [0.37, -0.26, 2.48], [-0.07, -0.41, 3.32], [-3.91, -1.30, 2.43], [-4.98, -0.38, 1.79], [-4.31, -1.02, 1.60], [0.90, -3.75, 0.39], [0.13, -2.88, -0.52], [-0.01, -3.40, 0.29], [1.11, -0.93, -1.08], [0.32, -1.24, -2.35], [1.18, -1.37, -1.93], [-2.44, -1.15, -1.58], [-3.76, -0.68, -2.29], [-2.82, -0.57, -2.27], [4.02, -2.56, -0.54], [3.60, -2.42, -2.03], [4.15, -2.91, -1.42], [-1.94, -2.95, 0.18], [-2.82, -1.71, 0.76], [-2.35, -2.08, 0.01], [-2.16, -0.07, 0.76], [-2.83, 0.40, -0.52], [-2.25, 0.69, 0.19], [-2.83, 3.08, 2.65], [-1.59, 2.48, 2.05], [-1.89, 2.98, 2.82], [0.08, 0.44, 0.78], [1.62, 0.66, 0.81], [0.94, -0.02, 0.82]]}